[1]
Computed, not measured: 4 unconnected molecules or ions with the total composition C3H14O4 in a non-equilibrium geometry, with ωB97M-V/def2-TZVPD.

Computed properties:
- Strongest force on any atom: 3.18 eV/Å
- Kohn-Sham gap: 10.6 eV
- SMILES: CC(C)O.O.O.O
- Multiplicity: 1
- ΔE to the lowest compared entry with this formula, charge and spin: 27.14 kcal/mol

Last column: Mulliken charge in e.
Geometry (Å):
C (-3.16, 15.01, -10.06)  -1.334
C (-1.76, 14.41, -10.40)  0.523
C (-1.63, 14.12, -11.95)  -1.163
O (-0.76, 15.15, -9.85)  -0.555
H (-3.31, 15.15, -8.99)  0.331
H (-3.96, 14.35, -10.38)  0.369
H (-3.27, 16.03, -10.44)  0.334
H (-1.77, 13.48, -9.83)  0.203
H (-0.71, 13.57, -12.13)  0.305
H (-1.56, 15.02, -12.56)  0.321
H (-2.51, 13.63, -12.36)  0.338
H (0.06, 14.66, -9.84)  0.328
O (-3.16, 12.64, -4.35)  -0.640
H (-2.23, 12.43, -4.24)  0.322
H (-3.18, 13.60, -4.37)  0.317
O (2.07, 11.36, -3.51)  -0.638
H (2.40, 11.57, -4.39)  0.320
H (2.67, 11.79, -2.92)  0.319
O (2.12, 10.22, -9.08)  -0.636
H (2.68, 9.52, -9.40)  0.323
H (1.51, 10.39, -9.80)  0.312

[2]
Computed, not measured: 2 unconnected molecules or ions with the total composition C3H14OSi3 in a non-equilibrium geometry, with ωB97M-V/def2-TZVPD.

Computed properties:
- Strongest force on any atom: 3.89 eV/Å
- Kohn-Sham gap: 6.0 eV
- SMILES: CC(C)[SiH]=[SiH2].O[SiH3]
- Multiplicity: 1
- ΔE to the lowest compared entry with this formula, charge and spin: 116.21 kcal/mol

Last column: Mulliken charge in e.
Geometry (Å):
C (0.74, -0.81, -0.84)  -1.436
C (0.57, -1.14, 0.60)  0.283
C (-0.05, -2.60, 0.59)  -1.292
Si (-0.50, 0.26, 1.42)  0.201
Si (-2.64, 0.23, 0.63)  0.115
H (1.06, -1.71, -1.39)  0.405
H (-0.17, -0.39, -1.18)  0.398
H (1.50, -0.04, -1.06)  0.125
H (1.52, -1.10, 1.05)  0.527
H (0.72, -3.29, 0.81)  0.347
H (-0.53, -2.87, -0.36)  0.331
H (-0.79, -2.57, 1.39)  0.362
H (0.69, 0.95, 2.41)  -0.082
H (-3.83, 0.40, 1.54)  -0.137
H (-2.59, 1.70, 0.16)  -0.161
O (-0.02, 2.25, -0.69)  -0.224
Si (1.29, 2.94, -1.22)  0.306
H (-0.80, 2.61, -0.21)  0.308
H (1.33, 4.34, -0.61)  -0.144
H (1.30, 3.07, -2.64)  -0.120
H (2.44, 2.24, -0.72)  -0.113